10
Properties=species:S:1:pos:R:3:lowdin_charge:R:1 method="wB97M-V/def2-TZVPD" relative_energy_kj_mol=590.06 spin_multiplicity=1 gap_ev=8.69
C 0.13 -0.01 -0.25 -0.88
H 0.34 -2.46 -0.47 0.17
H 2.06 -0.03 0.59 0.25
H -0.18 1.46 1.06 -0.02
H -2.66 1.21 0.08 0.01
N 0.95 -0.62 0.78 -0.11
N -0.27 1.25 0.19 -0.37
O 1.38 -2.05 0.37 -0.34
S -0.17 -0.88 -1.69 0.63
S -1.57 2.14 -0.67 0.66

***

54
Properties=species:S:1:pos:R:3:lowdin_charge:R:1 method="wB97M-V/def2-TZVPD" total_charge=+2 spin_multiplicity=1 gap_ev=6.17
Au -0.71 -2.53 -1.84 0.88
C 3.61 0.91 -2.46 -0.11
C 3.10 -0.45 -2.01 -0.09
N 0.85 0.10 -1.54 0.25
C 0.30 0.96 -0.81 -0.05
C 0.63 2.38 -1.23 -0.02
N 1.65 2.75 -1.86 0.16
C -0.63 0.52 0.23 -0.19
C -1.01 1.35 1.27 0.09
C -1.88 0.83 2.24 -0.10
C -2.31 -0.48 2.07 0.09
C -1.88 -1.24 0.98 -0.17
N -1.05 -0.74 0.09 0.12
C -2.37 -2.64 0.75 -0.16
C -3.22 -3.27 1.65 -0.03
N -3.68 -4.50 1.48 0.13
C -3.29 -5.15 0.39 -0.06
C -2.44 -4.56 -0.53 -0.08
N -1.98 -3.32 -0.36 -0.04
C -2.32 1.65 3.38 -0.18
C -2.45 1.09 4.65 0.00
C -2.87 1.91 5.69 -0.11
N -3.15 3.20 5.54 0.09
C -3.03 3.72 4.33 -0.11
C -2.62 3.00 3.22 -0.01
H 4.68 1.00 -2.35 0.15
H 3.61 -1.23 -2.59 0.18
H -0.12 3.12 -0.97 0.14
H -0.63 2.36 1.35 0.14
H -3.01 -0.87 2.79 0.12
H -3.55 -2.76 2.54 0.12
H -3.66 -6.15 0.24 0.13
H -2.12 -5.09 -1.42 0.11
H -2.20 0.06 4.83 0.12
H -2.97 1.51 6.70 0.12
H -3.29 4.77 4.24 0.12
H -2.56 3.48 2.25 0.12
C 4.78 -0.57 -0.03 0.02
C 3.37 -0.75 -0.50 -0.37
O 2.46 -1.12 0.20 0.13
C 1.65 -0.44 -2.32 -0.10
C 2.88 2.25 -2.36 -0.14
C 3.10 1.57 -3.73 -0.11
C 2.10 1.06 -4.70 0.06
C 1.29 -0.02 -4.74 0.04
C 1.03 -0.88 -3.62 -0.28
O 0.25 -1.84 -3.61 -0.03
H 4.89 -1.00 0.96 0.10
H 5.02 0.49 0.01 0.10
H 5.48 -1.04 -0.72 0.11
H 3.60 3.06 -2.25 0.15
H 3.87 2.09 -4.28 0.15
H 2.09 1.65 -5.60 0.14
H 0.72 -0.23 -5.64 0.14

***

38
Properties=species:S:1:pos:R:3:lowdin_charge:R:1 method="wB97M-V/def2-TZVPD" relative_energy_kj_mol=0.00 spin_multiplicity=1 gap_ev=8.11
O 1.63 2.16 -0.90 0.16
C 1.58 1.00 -0.64 -0.43
O 1.32 0.02 -1.53 0.04
C 0.83 0.43 -2.79 -0.10
N -0.48 -0.16 -3.00 0.00
N -0.58 -0.95 -4.08 0.06
N -1.63 -1.52 -4.37 0.07
C -2.76 -1.38 -3.59 -0.20
C -3.94 -2.04 -3.96 -0.01
C -5.06 -1.90 -3.18 -0.06
C -5.04 -1.11 -2.03 -0.06
C -3.89 -0.46 -1.65 0.00
C -2.74 -0.58 -2.43 -0.06
C -1.49 0.09 -2.07 -0.34
O -1.30 0.79 -1.10 0.11
C 1.76 0.40 0.74 -0.18
C 0.53 0.78 1.59 -0.10
O 0.63 0.20 2.87 -0.01
C 1.86 0.39 3.45 -0.20
C 1.99 0.20 4.82 0.00
C 3.20 0.40 5.44 -0.09
C 4.30 0.82 4.70 -0.09
C 4.19 0.99 3.34 0.00
C 2.98 0.77 2.70 -0.18
O 2.93 0.92 1.33 0.03
H 1.48 0.06 -3.59 0.15
H 0.76 1.53 -2.80 0.15
H -3.93 -2.64 -4.86 0.11
H -5.97 -2.40 -3.46 0.11
H -5.93 -1.02 -1.43 0.11
H -3.85 0.16 -0.76 0.12
H 1.83 -0.70 0.67 0.18
H -0.39 0.41 1.14 0.13
H 0.50 1.87 1.66 0.16
H 1.11 -0.11 5.37 0.12
H 3.29 0.25 6.50 0.10
H 5.25 0.99 5.19 0.10
H 5.03 1.30 2.73 0.12

***

13
Properties=species:S:1:pos:R:3:lowdin_charge:R:1 method="wB97M-V/def2-TZVPD" relative_energy_kj_mol=333.78 spin_multiplicity=1 gap_ev=11.72
C -1.04 -0.90 -0.30 -0.05
C -0.28 0.41 -0.47 -0.48
O -1.07 1.53 -0.10 -0.03
C 1.00 0.48 0.37 -0.16
C 2.12 -0.63 -0.43 -0.08
N 1.97 -1.03 0.69 0.09
H -1.97 -0.86 -0.87 0.09
H -0.45 -1.75 -0.64 0.08
H -1.29 -1.07 0.76 0.09
H -0.03 0.56 -1.52 0.14
H -1.54 1.31 0.71 0.10
H 0.75 0.43 1.43 0.11
H 1.56 1.39 0.19 0.11

***

17
Properties=species:S:1:pos:R:3:lowdin_charge:R:1 method="wB97M-V/def2-TZVPD" relative_energy_kj_mol=127.64 total_charge=-1 spin_multiplicity=1 gap_ev=8.21
C 0.57 -0.50 2.99 -0.54
N 1.42 -0.79 2.02 0.05
O -0.59 -0.11 2.87 -0.09
H 1.00 -0.61 4.01 0.09
H 2.34 -1.01 2.37 0.04
H 1.22 -0.58 0.82 0.00
C -0.24 -0.76 -0.77 -0.42
O 1.04 -0.42 -0.40 -0.26
C -0.73 0.10 -1.93 -0.28
C -0.75 1.58 -1.57 -0.14
H -0.95 -0.65 0.07 0.10
H -0.31 -1.82 -1.09 0.09
H -1.73 -0.22 -2.24 0.09
H -0.05 -0.06 -2.78 0.09
H -1.05 2.21 -2.40 0.05
H 0.24 1.87 -1.23 0.06
H -1.43 1.76 -0.74 0.06

***

24
Properties=species:S:1:pos:R:3:lowdin_charge:R:1 method="wB97M-V/def2-TZVPD" relative_energy_kj_mol=85.59 spin_multiplicity=1 gap_ev=9.06
C 2.88 -0.60 0.09 -0.07
C 1.54 -0.60 0.77 -0.30
C 0.57 -1.43 0.16 -0.07
C -0.75 -1.41 0.57 -0.02
C -1.05 -0.58 1.68 -0.32
O -2.27 -0.50 2.32 0.02
C -0.08 0.18 2.30 -0.04
C 1.22 0.23 1.85 -0.03
H 3.60 0.05 0.59 0.06
H 2.94 -0.31 -1.00 0.09
H 3.26 -1.62 0.27 0.08
H 1.05 -2.07 -0.57 0.11
H -1.55 -2.07 0.20 0.12
H -2.99 -0.98 1.84 0.12
H -0.29 0.66 3.25 0.12
H 1.96 0.87 2.30 0.11
C -0.48 1.32 -1.86 -0.16
C -2.03 1.27 -2.27 -0.15
H -0.05 2.25 -2.31 0.06
H -0.49 1.24 -0.77 0.04
H 0.04 0.51 -2.41 0.06
H -2.41 0.33 -1.83 0.05
H -2.02 1.21 -3.39 0.07
H -2.60 2.05 -1.77 0.05

***

12
Properties=species:S:1:pos:R:3:lowdin_charge:R:1 method="wB97M-V/def2-TZVPD" relative_energy_kj_mol=325.97 spin_multiplicity=1 gap_ev=9.58
C -1.56 1.30 1.35 -0.08
C -0.46 0.83 0.75 -0.27
C 0.85 -1.27 -0.93 -0.23
O 0.36 -1.73 1.73 -0.40
P 0.68 -0.66 0.77 0.53
H -1.99 2.16 0.98 0.01
H -2.11 0.96 2.22 0.07
H 0.37 1.89 -0.59 0.19
H 1.11 -2.32 -0.78 0.04
H -0.17 -1.10 -1.41 0.07
H 1.56 -0.87 -1.62 0.03
H 1.90 0.17 1.00 0.03

***

8
Properties=species:S:1:pos:R:3:lowdin_charge:R:1 method="wB97M-V/def2-TZVPD" relative_energy_kj_mol=5.29 spin_multiplicity=1 gap_ev=9.25
O 0.82 -1.40 -1.17 -0.35
S 0.71 -0.55 -0.05 0.26
O 0.75 -1.20 1.26 -0.40
I 2.33 1.27 -0.05 0.57
C -0.98 0.51 0.04 -0.17
F -1.81 -0.53 -0.25 -0.04
H -0.92 0.71 1.01 0.05
H -0.89 1.19 -0.79 0.09

***

Going through the records in order, we get lowest unoccupied orbital energy values of -0.3754 -8.0195 -0.2832 0.7906 4.2503 0.7940 -0.2746 -1.2216 eV.